Entry from OMol25: C29H80FN2O13Zr as an isolated structure in a non-equilibrium geometry (the ωB97M-V functional and the def2-TZVPD basis).

Element x y z (Å)
Zr 14.28 -2.20 -14.37
F 14.78 -1.76 -16.38
O 16.35 2.42 -7.58
O 19.07 5.26 -17.44
O 16.04 -1.03 -13.69
O 13.66 0.27 -14.70
O 18.98 0.27 -18.65
O 22.00 0.10 -8.14
O 16.16 -3.64 -14.76
O 22.47 -2.18 -16.49
O 24.11 1.83 -11.82
O 19.70 -2.15 -17.31
O 14.04 -3.93 -12.91
O 13.53 -1.29 -12.30
O 14.20 4.24 -14.42
N 17.30 -0.51 -13.73
N 13.89 -4.90 -11.94
C 23.94 0.69 -12.63
C 14.54 -4.70 -10.66
C 17.27 -3.39 -15.64
C 18.79 1.21 -14.59
C 12.68 -6.21 -13.61
C 16.77 0.77 -15.78
C 19.63 -0.47 -13.03
C 11.34 -4.97 -11.90
C 17.65 -0.06 -19.07
C 15.96 -4.16 -10.71
C 19.91 4.35 -16.75
C 17.14 2.51 -8.76
C 12.72 -7.02 -11.31
C 17.31 0.81 -14.34
C 22.81 -0.86 -16.08
C 13.31 -6.85 -9.91
C 14.63 -6.09 -10.00
C 21.02 -0.68 -8.84
C 13.57 5.33 -13.78
C 13.66 -3.77 -9.77
C 18.40 -2.52 -12.67
C 13.88 -0.20 -11.44
C 12.69 -5.70 -12.13
C 18.22 -0.99 -12.70
C 19.81 -2.91 -18.51
C 19.69 1.04 -13.38
C 13.33 0.97 -15.92
C 16.66 1.87 -13.45
C 17.74 -0.53 -11.33
H 18.11 -4.03 -15.37
H 13.47 0.90 -13.99
H 14.17 -3.43 -8.87
H 18.34 -0.81 -10.45
H 13.51 6.22 -14.43
H 17.00 -3.58 -16.69
H 17.95 3.23 -8.72
H 11.66 -7.27 -11.23
H 23.55 -0.39 -16.73
H 20.94 4.68 -16.76
H 17.43 -1.11 -18.90
H 18.99 1.23 -18.75
H 20.44 -1.23 -8.09
H 13.29 -2.94 -10.36
H 17.61 1.53 -8.95
H 19.51 1.76 -12.57
H 20.26 -0.69 -12.17
H 25.03 1.81 -11.51
H 13.06 -1.91 -11.73
H 23.81 -0.26 -12.11
H 12.59 -6.30 -9.30
H 16.40 -4.13 -9.72
H 19.29 0.69 -15.41
H 10.56 -5.45 -12.50
H 19.76 3.29 -16.97
H 22.44 -0.50 -7.54
H 17.49 0.15 -20.13
H 15.91 0.10 -15.85
H 15.85 1.53 -12.82
H 17.46 -3.03 -12.49
H 15.13 4.46 -14.53
H 21.55 -2.15 -16.77
H 22.96 0.74 -13.10
H 14.17 5.70 -12.94
H 13.55 -7.83 -9.49
H 14.37 -0.44 -10.50
H 16.53 -4.71 -11.47
H 19.46 -1.26 -17.62
H 14.55 0.48 -11.96
H 13.28 2.05 -15.79
H 24.70 0.52 -13.40
H 13.01 0.40 -11.15
H 21.91 -0.22 -16.11
H 20.71 1.29 -13.66
H 18.88 -2.97 -19.08
H 12.12 -7.13 -13.77
H 16.72 -0.86 -11.11
H 17.51 0.38 -16.48
H 21.54 -1.34 -9.53
H 20.04 -3.94 -18.24
H 20.10 -0.98 -13.86
H 11.05 -4.96 -10.85
H 16.24 2.68 -14.05
H 16.85 0.49 -18.57
H 16.41 2.66 -9.55
H 19.06 -2.87 -11.88
H 18.19 5.22 -17.06
H 13.16 -7.84 -11.88
H 13.96 0.72 -16.77
H 20.36 -0.07 -9.46
H 17.31 2.38 -12.74
H 12.24 -5.47 -14.29
H 19.70 4.47 -15.67
H 23.10 -0.94 -15.03
H 15.29 -6.21 -9.15
H 12.32 0.64 -16.19
H 15.16 -6.68 -10.77
H 17.59 -2.35 -15.66
H 16.52 1.77 -16.12
H 18.88 -2.83 -13.60
H 13.74 -6.26 -13.85
H 20.62 -2.58 -19.17
H 12.52 5.21 -13.52
H 16.06 -3.15 -11.12
H 16.92 2.17 -6.84
H 17.66 0.55 -11.19
H 12.82 -4.33 -9.37
H 18.82 2.28 -14.84
H 16.23 -4.57 -14.54
H 11.48 -3.92 -12.18

Net charge   +1
F_max   6.93 eV Å⁻¹
E_tot   -2387.019956 a.u.
Frontier orbital gap   5.685 eV
E_LUMO   -4.1 eV